No. 1
DFT (the ωB97M-V functional and the def2-TZVPD basis) results for a 4-piece molecular cluster, C25H61BrN4O14P3 overall at a distorted geometry.

Geometry as XYZ:
```
108
Properties=species:S:1:pos:R:3:mulliken_charge:R:1
C -2.072 -8.522 0.330 -0.32
H -1.530 5.444 -0.335 0.21
C -2.969 -3.648 -0.358 -0.68
H -4.165 -9.082 0.307 0.29
H 3.856 -0.558 -2.757 0.14
H -3.241 -9.701 -1.053 0.17
C 0.815 0.980 3.755 -0.74
H 3.552 -4.004 -2.097 0.22
H -3.096 -7.250 -4.432 0.41
P 2.023 3.958 3.637 1.08
H -3.171 -8.379 -3.068 0.16
C 5.253 -3.450 -0.877 -0.19
H -5.078 -6.708 -3.214 0.35
H -5.022 7.044 -3.660 0.31
H -3.679 -3.645 0.469 0.41
C 2.563 6.564 3.911 -0.34
C -1.605 -3.173 0.099 -0.69
C 0.873 2.127 -3.287 -1.31
H 1.232 1.118 -3.480 0.34
C 0.023 2.266 3.892 -0.34
O 2.538 -1.347 1.501 -0.71
C 3.030 -3.915 2.257 -0.40
H 3.012 0.982 -2.518 0.25
H -4.318 5.412 -4.013 0.28
H -2.133 2.336 -4.711 0.41
O -2.867 -4.944 -0.944 -0.33
H 1.203 7.736 5.099 0.32
C -1.606 5.099 -3.076 -0.03
H -0.956 -2.994 -0.762 0.22
H 6.327 -3.348 -1.040 0.36
H 1.658 1.105 3.068 0.19
O -5.927 3.561 -3.482 -0.45
H -3.951 -5.419 -2.913 0.21
H -3.362 -2.973 -1.124 0.34
H 0.908 -3.556 2.049 0.10
O 3.261 -3.540 0.893 -0.40
H -2.057 -8.281 1.396 0.30
P 3.427 -1.965 0.476 1.12
C 3.335 0.062 -2.028 -0.81
P -3.383 -6.275 -0.120 1.08
H 3.286 2.737 7.701 0.42
C 2.147 -0.679 -1.438 -0.22
H 5.134 -4.301 -0.212 0.21
H -1.112 -8.974 0.081 0.31
H 0.077 5.482 -0.411 0.28
H 1.351 -4.471 3.500 0.42
N -0.759 5.634 -0.966 -0.70
O 0.793 3.309 4.491 -0.24
H 1.884 3.397 6.870 0.27
H 3.305 -3.111 2.938 0.33
H -5.367 3.641 -1.582 0.40
C 1.349 7.460 4.055 -1.13
H -0.068 1.732 -5.144 0.51
H -1.109 -3.923 0.712 0.08
H -3.432 7.433 -1.878 0.56
C 4.593 -3.706 -2.214 -0.87
O -5.620 5.550 -2.428 -0.33
C 3.691 3.318 5.680 -0.17
N -0.860 4.636 -2.003 0.21
C -3.051 -7.332 -3.345 -0.94
C -5.630 4.188 -2.503 0.17
H 0.094 4.531 -2.355 0.16
H 0.183 0.177 3.374 0.39
O 2.322 5.300 4.535 -0.41
H 1.466 8.373 3.468 0.37
H -3.321 5.705 -1.615 0.21
H 1.716 2.789 -3.092 0.40
H -1.405 7.031 -2.802 0.41
H -1.704 2.435 -3.027 0.50
H -1.683 -2.246 0.673 0.43
H 4.060 0.324 -1.253 0.37
H 2.835 6.438 2.863 0.33
H 3.943 4.356 5.876 0.24
H 0.305 2.061 -2.358 0.41
H -2.057 -7.015 -3.033 0.26
O 2.519 -1.936 -0.892 -0.25
N -2.091 6.384 -3.177 -0.28
C -4.598 6.132 -3.248 -0.50
C 2.766 2.770 6.743 -0.95
O 3.219 3.125 4.336 -0.31
H 1.370 -5.238 1.904 0.32
C 1.582 -4.314 2.445 -0.95
O -3.105 -5.814 1.269 -0.82
H -0.352 2.594 2.918 0.23
H 1.413 -0.884 -2.220 0.29
O -4.358 -6.735 -1.333 -0.35
H 5.110 -4.516 -2.730 0.43
H 2.429 1.764 6.494 0.17
H 0.441 6.949 3.733 0.27
H -0.839 2.103 4.538 0.32
H -2.441 4.554 -4.802 0.33
Br 0.745 4.047 -5.490 -0.06
H -3.047 -10.434 0.549 0.40
H 4.620 -2.817 -2.844 0.16
H 4.633 2.769 5.730 0.35
N -1.886 4.254 -4.015 0.04
O 1.342 4.598 2.471 -0.77
C -1.474 2.844 -4.008 -0.97
O -2.170 -7.321 -0.439 -0.23
H 1.653 -0.071 -0.672 0.23
C -0.013 2.581 -4.471 -0.19
H 1.228 0.674 4.715 0.12
C -4.131 -6.474 -2.723 -0.13
C -3.376 6.479 -2.390 -0.42
H 3.683 -4.762 2.477 0.34
C -3.194 -9.494 0.016 -0.96
H 3.419 7.017 4.415 0.35
O 4.853 -2.222 -0.249 -0.38
```

Results
molar mass	814.60	g mol⁻¹
E_HOMO	-11.558	eV
charge	+1

No. 2
DFT (the ωB97M-V functional and the def2-TZVPD basis) results for C27H64N3O8Ti as an isolated structure at a distorted geometry.

Geometry as XYZ:
```
103
Properties=species:S:1:pos:R:3:mulliken_charge:R:1
C -2.565 0.438 -2.319 -1.78
O -0.618 -1.270 -1.007 -0.44
H -2.055 2.492 2.597 0.06
H 2.567 -1.396 2.110 0.29
C -2.720 -1.821 -3.461 -1.35
H 7.140 1.528 2.484 0.42
H 2.328 -2.582 -2.995 0.56
H -2.226 -2.670 -3.931 0.33
H 5.245 -1.913 -1.403 0.35
H 1.073 -2.331 -5.034 0.36
O -0.137 1.773 0.787 0.00
H -6.451 0.288 3.880 0.26
H 2.070 0.566 -1.199 0.14
H -3.159 0.880 -3.109 0.72
H -0.792 -3.794 -3.691 0.45
H -6.121 -1.958 2.821 0.35
H -6.307 0.507 1.666 0.44
H 3.072 4.223 -2.368 0.31
H 4.198 -1.712 2.813 0.49
C -5.225 -1.371 3.058 -1.27
C -4.307 0.609 4.376 -1.30
N 4.272 -0.363 0.502 0.02
C 0.007 -3.477 -3.060 -1.62
H -4.535 2.370 1.527 0.33
H -3.526 -0.030 4.726 0.41
H -1.238 4.073 -0.679 0.34
C 3.145 1.378 1.690 -1.45
H -5.066 -2.658 0.551 0.62
C 0.348 -1.933 -3.068 1.48
H 5.712 -0.466 2.819 0.40
H 1.494 -2.231 -1.335 0.61
H 0.634 0.344 -1.784 0.08
H -0.214 -3.873 -2.067 0.28
H 2.451 2.915 -1.847 0.24
H 0.897 -3.975 -3.351 0.52
H 0.659 1.725 0.227 0.00
H 6.047 1.357 -1.659 0.55
H -0.232 4.688 0.306 0.33
H 3.721 2.109 1.110 0.39
H 7.452 0.883 -0.073 0.43
O 1.328 1.084 -1.551 -0.64
H -3.438 -1.338 -4.135 0.44
H 2.292 1.224 1.080 0.01
H -5.740 1.985 2.775 0.41
H -4.455 1.482 5.072 0.32
C -1.752 -0.643 -3.083 1.13
H -5.340 0.550 0.193 0.22
C -2.422 1.812 3.373 -1.74
H 2.994 -0.409 3.589 0.37
C -3.692 1.091 3.011 1.51
C 0.614 -1.493 -4.477 -1.27
H 7.160 -0.534 1.020 0.36
C -4.212 -2.068 0.824 -1.80
C -5.490 -0.233 4.126 -0.55
H 4.420 0.848 -1.967 0.22
C 5.216 0.492 2.543 -1.67
C 6.023 -1.288 -1.053 -1.81
H -4.412 -1.968 3.439 0.36
H -1.304 -1.693 -5.593 0.28
H 2.240 -0.981 -2.419 -0.06
O -1.104 4.257 0.256 -0.68
C -4.702 2.146 2.546 -1.93
H -1.638 1.052 3.542 0.35
H -1.808 -0.841 2.430 0.20
C -0.568 -0.952 -5.223 -0.69
N -3.385 -0.154 2.052 0.83
O -2.745 0.388 0.923 0.09
H -3.207 -2.168 -2.520 0.11
H 2.926 1.706 2.685 0.59
C -4.655 -0.913 1.700 1.29
C 4.028 0.141 1.798 2.04
C 3.390 -0.959 2.684 -1.61
C -1.321 0.033 -4.413 -1.17
O 3.331 -0.879 -0.097 -0.14
Ti -0.933 0.001 0.377 0.55
H -3.044 0.133 -1.438 0.18
H 1.331 -0.675 -4.512 0.40
H -0.471 2.757 0.765 0.24
N -0.474 -0.972 -2.441 1.71
H -6.507 -0.686 0.410 0.46
C 1.709 -1.960 -2.330 -2.26
H -1.282 -2.253 2.259 0.34
H -4.340 3.019 3.119 0.52
C 5.129 1.051 -1.166 -1.80
H -3.749 -1.655 -0.065 0.22
H 4.742 1.932 -0.693 0.53
H 5.022 0.834 3.573 0.52
C -5.792 -0.055 0.946 -1.57
H -5.681 -0.709 5.106 0.44
H 5.820 2.231 1.513 0.42
H -0.673 0.864 -4.125 0.23
H -2.247 0.343 -4.907 0.55
O -1.075 -1.321 2.026 -0.52
H -3.438 -2.659 1.318 0.18
H -1.850 1.245 -1.938 -0.15
C 6.290 1.315 1.807 -0.85
H 6.635 -1.887 -0.432 0.46
H 6.677 -0.877 -1.865 0.40
O 2.983 3.677 -1.583 -0.64
H -0.060 -0.507 -6.084 0.48
C 5.556 -0.044 -0.265 1.71
H -2.621 2.379 4.293 0.63
C 6.733 0.377 0.588 -1.11
```

Results
molar mass	606.69	g mol⁻¹
E_HOMO	-7.828	eV
charge	+1

No. 3
DFT (the ωB97M-V functional and the def2-TZVPD basis) results for a 2-piece molecular cluster, C4H6O2 overall at a distorted geometry.

Geometry as XYZ:
```
12
Properties=species:S:1:pos:R:3:nbo_charge:R:1
C 0.195 -0.925 0.833 0.70
H 0.938 1.653 1.255 0.12
C -0.100 -0.602 -0.403 -0.53
C 1.572 1.310 0.410 0.28
O 0.439 -1.083 1.971 -0.47
H 1.975 0.291 0.532 0.10
H -1.871 -1.471 -1.157 0.22
H 0.640 -0.431 -1.189 0.28
H -2.116 -0.466 0.288 0.22
C -1.576 -0.545 -0.664 -0.60
H -1.831 0.321 -1.278 0.22
O 1.736 1.948 -0.596 -0.52
```

Results
SMILES	CC=C=O.C=O
ΔE to the lowest compared entry with this formula, charge and spin	247.52	kJ/mol
molar mass	86.09	g mol⁻¹
E_HOMO	-9.165	eV

No. 4
DFT (the ωB97M-V functional and the def2-TZVPD basis) results for one molecule with the formula C3H3NO at a distorted geometry.

Geometry as XYZ:
```
8
Properties=species:S:1:pos:R:3:nbo_charge:R:1
H 0.039 0.917 1.481 0.26
C -0.754 -1.043 -0.983 0.16
C 0.223 -0.578 0.057 0.50
N -1.633 -1.443 -1.623 -0.24
H 1.393 1.214 0.398 0.26
O 0.717 -1.394 0.788 -0.45
H -0.311 1.482 -0.177 0.23
C 0.349 0.873 0.427 -0.70
```

Results
SMILES	CC(=O)C#N
ΔE to the lowest compared entry with this formula, charge and spin	42.02	kJ/mol
molar mass	69.06	g mol⁻¹
E_HOMO	-11.209	eV

Gap between HOMO and LUMO list, top to bottom, in eV: 8.25; 3.10; 9.72; 10.76